1.
Molecular formula: C4H6Cl2O
Method: DFT, ωB97M-V/def2-TZVPD

Its HOMO-LUMO gap is 7.72 eV. Its multiplicity is 1. For the energy relative to the best compared isomer or geometry (same formula, charge and spin), the calculation gives 101.92 kcal per mole. The value obtained for the LUMO energy is -0.966 eV.

```
13
Properties=species:S:1:pos:R:3:forces:R:3
C 0.1152 0.5465 -0.9559 -0.5 -0.9 -0.5
C 3.0090 -0.8135 -0.6896 1.6 0.4 -0.3
C 0.5739 -0.5162 -0.1081 0.0 -1.6 2.9
C -0.0422 1.7871 -0.6397 -0.2 3.5 1.0
O 0.1546 2.2922 0.5950 -0.2 0.6 0.3
Cl 3.5696 -1.8590 0.5591 0.0 -0.4 0.3
Cl 3.5682 0.8045 -0.2847 -0.2 -0.1 -0.2
H 0.7426 -0.4319 1.0151 -0.3 0.9 -1.2
H 1.6422 -0.7169 -0.4551 -0.8 -0.6 -0.3
H 0.0167 -1.4729 -0.0963 0.4 0.4 -0.9
H -0.3388 2.6436 -1.2610 0.1 -0.9 -0.3
H -0.1028 0.3637 -1.9597 -0.2 -0.8 -1.5
H 0.2455 1.5535 1.1848 0.3 -0.4 0.8
```
Forces are in eV/Å.

=====

2.
Molecular formula: C16H19BBaN6Se
Method: DFT, ωB97M-V/def2-TZVPD

Its HOMO-LUMO gap (alpha / beta) is 4.71 / 5.36 eV. Its multiplicity is 1. For the energy relative to the best compared isomer or geometry (same formula, charge and spin), the calculation gives 0.00 kcal per mole. The net charge is +2. The value obtained for the LUMO energy (alpha / beta) is -9.407 / -8.768 eV.

```
44
Properties=species:S:1:pos:R:3:forces:R:3
C 2.9590 0.0459 -0.1684 -0.6 -0.2 -1.4
N 1.7021 0.0072 -0.6726 0.8 0.7 0.4
N 1.8286 0.1154 -2.0416 -0.1 -0.3 0.9
C 3.1315 0.0931 -2.3917 0.0 0.2 0.9
C 3.8827 0.0642 -1.2233 0.2 0.0 -0.2
B 0.5899 0.2453 -2.9650 0.6 -1.2 0.0
N -0.3826 -0.8920 -2.5608 -0.1 -0.2 0.9
N -0.7799 -1.1319 -1.2557 -1.0 -0.2 0.0
C -1.6987 -2.1247 -1.3164 1.1 0.5 -1.2
C -1.8084 -2.5843 -2.6426 0.0 0.1 -0.1
C -0.9534 -1.7865 -3.3924 -0.5 -0.1 0.7
Ba 0.3276 -1.1085 1.5933 2.2 1.1 -2.5
N -0.0834 1.6352 -2.7305 -0.5 1.8 -1.4
N -0.4827 1.8912 -1.4435 -0.8 0.9 1.6
C -1.0377 3.0846 -1.4088 0.3 -0.6 0.1
C -1.0031 3.6540 -2.7001 -0.6 0.6 1.4
C -0.3876 2.6909 -3.5008 1.6 -3.3 -0.2
H -1.4410 3.4959 -0.4933 0.1 0.0 -0.2
H -0.1478 2.6768 -4.5463 0.0 0.1 -0.3
H -1.3720 4.6052 -2.9709 -0.2 0.8 -0.4
H 0.9043 0.1767 -4.1383 -0.1 0.0 0.5
H -0.7149 -1.7980 -4.4474 -0.1 0.0 0.2
H 3.4362 0.0885 -3.4290 0.0 0.1 0.1
H -2.4198 -3.3819 -3.0201 -0.1 -0.1 0.0
H 4.9540 0.0556 -1.1557 0.1 0.0 0.0
H -2.2544 -2.4707 -0.4445 0.3 0.1 -0.2
H 3.1454 0.0938 0.9088 -0.1 -0.2 -0.4
H -2.2681 -0.8448 1.7659 0.5 -1.0 0.3
C -2.1322 -1.6628 2.5310 -1.7 -0.7 0.1
H -3.0344 -2.3007 2.4151 0.3 0.6 0.4
H -1.3195 -2.4334 2.4263 -1.4 0.7 0.2
H -2.1150 -1.1732 3.5223 0.1 -0.5 -0.3
Se 1.4557 1.4300 3.2585 0.0 0.1 0.2
C 0.3960 0.4970 4.4979 -0.6 -0.5 0.2
C -0.8016 1.0668 4.9967 0.3 0.1 0.0
C -1.5726 0.3856 5.9324 0.0 -0.2 0.0
C -1.1898 -0.8880 6.3826 0.1 0.4 -0.2
C -0.0299 -1.4803 5.8681 0.2 -0.1 -0.1
C 0.7512 -0.8109 4.9275 -0.1 0.2 -0.2
H -1.0928 2.0575 4.6414 0.1 -0.3 0.3
H -2.4702 0.8563 6.3340 0.2 -0.1 -0.1
H -1.7810 -1.4031 7.1416 0.2 0.1 -0.3
H 0.2809 -2.4650 6.2221 -0.1 0.3 -0.1
H 1.6764 -1.2609 4.5434 -0.3 0.1 0.3
```
Forces are in eV/Å.

=====

3.
Molecular formula: C50H49ClN6O4P2ReSSi2
Method: DFT, ωB97M-V/def2-TZVPD

Its HOMO-LUMO gap (alpha / beta) is 7.49 / 7.19 eV. Its multiplicity is 4. The value obtained for the LUMO energy (alpha / beta) is -0.101 / -1.116 eV.

```
116
Properties=species:S:1:pos:R:3:forces:R:3
Re 0.1869 0.5774 -0.1401 -1.1 0.6 0.8
C -0.8890 3.3460 -2.6402 0.1 0.0 -0.2
Si -1.7011 3.3357 -0.9801 0.0 -0.1 0.0
C -3.5370 3.6304 -1.1684 -0.1 0.0 0.0
C -0.9797 4.6221 0.1439 0.1 0.1 0.2
N -1.4943 1.7412 -0.2239 0.4 0.1 -0.4
P -2.5614 0.5969 0.2637 0.4 -0.6 -0.4
C -1.3569 -0.5973 0.6685 -0.1 0.4 0.3
P -0.8905 -0.4145 2.3582 -0.2 -0.7 -0.2
N -0.5861 1.0728 2.7295 0.6 0.0 -0.3
Si 0.2447 2.1055 3.8055 -0.3 0.0 0.1
C 0.4527 1.3843 5.5456 0.0 0.0 0.1
C 1.9299 2.5622 3.1576 0.2 0.0 -0.1
C -0.7370 3.6773 4.0273 0.0 0.2 0.0
C -2.1165 -1.2390 3.4153 -0.1 0.2 0.1
C -2.6825 -2.4509 3.0197 0.0 0.0 0.1
C -3.6456 -3.0596 3.8101 0.0 0.0 0.0
C -4.0498 -2.4605 4.9994 0.0 0.0 0.0
C -3.4917 -1.2537 5.3949 0.0 0.0 0.0
C -2.5290 -0.6420 4.6011 0.0 0.0 0.0
C 0.5899 -1.4634 2.4308 0.1 0.0 0.0
C 1.6737 -1.1445 3.3770 -0.2 0.0 -0.1
C 2.8708 -1.7283 3.4580 0.1 -0.1 0.0
C 3.3603 -2.8587 2.5984 -0.1 0.1 -0.1
C 1.8046 -3.2407 1.1420 0.0 0.0 0.0
C 0.6481 -2.3767 1.4560 0.2 -0.1 0.1
C -3.5844 0.1046 -1.1516 0.0 0.1 0.0
C -4.9261 0.4584 -1.2851 0.0 0.0 0.0
C -5.6111 0.1709 -2.4585 0.0 0.0 0.0
C -4.9615 -0.4658 -3.5059 0.0 0.0 0.0
C -3.6247 -0.8239 -3.3802 0.0 0.0 0.0
C -2.9397 -0.5389 -2.2108 -0.1 -0.1 0.1
C -3.7199 1.0537 1.5574 0.0 0.1 0.0
C -4.7065 0.1344 1.9196 0.0 0.1 0.0
C -5.5645 0.4208 2.9693 0.0 0.0 0.0
C -5.4401 1.6231 3.6554 0.0 0.0 0.0
C -4.4537 2.5338 3.3019 0.0 0.0 0.0
C -3.5871 2.2471 2.2579 0.0 0.0 0.0
H -0.9364 4.3439 -3.0876 0.0 0.0 0.0
H 0.1618 3.0633 -2.5627 0.0 0.0 0.0
H -1.3765 2.6387 -3.3163 0.1 0.0 0.0
H -3.7276 4.7046 -1.2568 0.0 -0.1 0.0
H -3.9235 3.1435 -2.0680 0.0 0.0 0.1
H -4.1130 3.2668 -0.3130 0.0 0.1 0.0
H -0.7750 5.5420 -0.4127 0.0 0.0 0.0
H -1.6682 4.8714 0.9560 0.0 0.0 0.0
H -0.0371 4.2759 0.5733 0.0 0.0 0.0
H 1.5079 1.3114 5.8268 0.0 0.0 0.0
H -0.0308 2.0372 6.2789 0.0 0.0 0.0
H 0.0129 0.3900 5.6548 0.0 0.0 0.0
H 2.5517 1.6764 2.9898 0.0 0.0 0.0
H 1.8529 3.1117 2.2149 0.0 0.0 0.1
H 2.4539 3.2059 3.8714 0.0 0.0 0.0
H -1.7131 3.4665 4.4758 0.0 0.0 0.0
H -0.1977 4.3505 4.7030 -0.1 0.0 0.0
H -0.8927 4.2101 3.0854 0.0 0.0 0.0
H -2.3726 -2.9082 2.0863 0.0 0.0 0.0
H -4.0864 -3.9991 3.4989 0.0 0.0 0.0
H -4.8053 -2.9347 5.6142 0.0 0.0 0.0
H -3.8124 -0.7845 6.3173 0.0 0.0 0.0
H -2.1095 0.3162 4.8853 0.0 0.0 0.0
H 1.4739 -0.3336 4.0631 0.0 0.0 0.0
H 3.5755 -1.3444 4.1888 0.0 0.0 0.0
H 4.3482 -3.1919 2.8991 0.0 0.0 0.0
H 1.6091 -3.8720 0.2803 0.0 0.0 0.0
H -0.2122 -2.4943 0.8142 0.0 0.0 0.0
H -5.4391 0.9724 -0.4834 0.0 0.0 0.0
H -6.6515 0.4557 -2.5564 0.0 0.0 0.0
H -5.4959 -0.6798 -4.4233 0.0 0.0 0.0
H -3.1092 -1.3198 -4.1936 0.0 0.0 0.0
H -1.8998 -0.8226 -2.1211 0.1 0.0 0.0
H -4.7920 -0.8078 1.3912 0.0 0.0 0.0
H -6.3263 -0.2934 3.2545 0.0 0.0 0.0
H -6.1104 1.8461 4.4763 0.0 0.0 0.0
H -4.3541 3.4656 3.8450 0.0 0.0 0.0
H -2.7940 2.9355 1.9944 0.0 0.0 0.0
O 5.7939 2.8995 0.2821 -0.3 0.1 0.0
C 5.8924 1.6273 0.5972 -0.1 -0.1 0.0
O 6.9464 1.1257 0.8915 0.0 0.0 0.0
C 4.6360 0.7787 0.5752 0.1 0.1 -0.1
C 4.6406 -0.5616 0.8984 0.0 0.0 0.0
Cl 5.9383 -1.5004 1.4544 0.1 0.1 0.0
N 3.4020 -1.0825 0.7453 -0.2 -0.2 0.2
N 2.5313 -0.0914 0.3796 0.1 0.0 -0.4
C 3.2853 1.0104 0.2522 -0.1 0.0 0.1
C 2.6342 2.3034 -0.1449 -0.1 0.1 0.0
O 3.2898 3.3274 -0.2573 0.3 0.0 0.0
O 1.3657 2.2673 -0.3247 -0.1 -0.2 0.1
C 3.1937 -2.5339 1.0742 0.1 0.1 -0.1
C 4.0795 -3.3387 0.1462 -0.1 0.1 0.0
C 4.3112 -4.6474 0.2044 0.0 -0.2 0.1
C 3.8081 -5.6049 1.1976 0.1 0.1 -0.1
C 2.9275 -5.3350 2.1596 -0.1 0.1 0.1
C 2.3102 -3.9924 2.4084 0.2 0.0 0.0
H 4.8511 3.1511 0.0730 0.0 0.0 0.0
H 4.5117 -2.7815 -0.6774 0.0 0.0 0.0
H 4.9421 -5.0624 -0.5732 0.0 0.0 0.0
H 4.1984 -6.6135 1.1256 0.0 0.0 0.0
H 2.6519 -6.1256 2.8492 0.0 0.0 0.0
H 1.5696 -4.0445 3.2022 0.0 0.0 0.0
N 0.5307 0.2713 -3.2881 0.0 0.0 0.1
C 0.3849 0.3578 -2.1430 0.2 -0.2 0.0
S 1.8954 -4.3155 -2.8753 0.1 0.0 0.0
C 1.6965 -2.7464 -2.1648 -0.1 0.1 -0.2
N 0.5693 -2.5053 -1.5957 0.0 -0.2 -0.1
C -0.2603 -3.6211 -1.6860 0.1 0.1 0.1
C -1.5593 -3.7010 -1.1780 0.0 0.0 0.1
C -2.2621 -4.8758 -1.3464 0.0 0.0 0.0
C -1.6914 -5.9735 -2.0082 0.0 0.0 0.0
C -0.4081 -5.9106 -2.5113 0.0 0.0 0.0
C 0.3012 -4.7215 -2.3434 0.0 -0.1 -0.1
H 2.4803 -2.0021 -2.2634 -0.1 -0.1 0.1
H -1.9767 -2.8440 -0.6600 0.0 0.0 0.0
H -3.2732 -4.9499 -0.9663 0.0 0.0 0.0
H -2.2661 -6.8828 -2.1296 0.0 0.0 0.0
H 0.0332 -6.7571 -3.0213 0.0 0.0 0.0
```
Forces are in eV/Å.

=====

4.
Molecular formula: CH2IO2P
Method: DFT, ωB97M-V/def2-TZVPD

Its HOMO-LUMO gap (alpha / beta) is 6.94 / 6.71 eV. Its multiplicity is 3. For the energy relative to the best compared isomer or geometry (same formula, charge and spin), the calculation gives 27.58 kcal per mole. The value obtained for the LUMO energy (alpha / beta) is 0.212 / -3.413 eV.

```
7
Properties=species:S:1:pos:R:3:forces:R:3
C 1.3457 -0.8936 -0.3780 1.0 1.0 -2.2
O -1.3950 2.3912 0.9424 0.2 2.9 2.5
O 1.0413 0.2419 -0.1295 1.1 0.2 0.7
P -1.3558 1.3838 -0.0978 -0.6 -2.1 -2.5
I -2.5513 -0.4860 0.9559 -0.2 -0.5 0.0
H 0.4747 -1.5707 -0.4286 0.8 -1.0 0.2
H 2.4404 -1.0666 -0.8643 -2.2 -0.4 1.3
```
Forces are in eV/Å.

=====

5.
Molecular formula: C26H70BNO7
Method: DFT, ωB97M-V/def2-TZVPD

Its HOMO-LUMO gap is 9.45 eV. Its multiplicity is 1. For the energy relative to the best compared isomer or geometry (same formula, charge and spin), the calculation gives 0.00 kcal per mole. The value obtained for the LUMO energy is 0.581 eV.

```
105
Properties=species:S:1:pos:R:3:forces:R:3
B 4.2436 0.8787 -0.8041 -0.1 -0.1 -0.2
C 4.3889 1.0798 0.7236 0.1 0.0 0.2
C 5.0103 -0.1092 1.4894 -0.1 0.0 0.0
C 5.7189 0.2959 2.7844 -0.1 0.0 0.0
C 6.8143 1.3491 2.6060 0.0 0.0 0.0
C 7.7882 1.0579 1.4675 0.0 0.0 0.0
N 8.5459 -0.1860 1.5745 0.1 -0.1 0.0
H 4.3957 1.7591 -1.5922 0.0 0.0 0.0
H 3.9625 -0.2137 -1.2182 0.0 0.1 0.0
H 3.3491 1.2073 1.0685 0.0 0.1 0.0
H 4.8865 2.0173 0.9746 0.0 0.0 -0.1
H 5.7016 -0.6616 0.8471 0.1 0.1 0.0
H 4.2202 -0.8222 1.7320 0.0 -0.1 0.0
H 4.9623 0.6808 3.4743 0.1 0.0 0.1
H 6.1447 -0.5904 3.2626 0.0 -0.1 -0.1
H 7.3951 1.4326 3.5309 -0.1 0.0 0.1
H 6.3624 2.3292 2.4376 0.0 0.0 0.0
H 8.5011 1.8821 1.4016 0.1 0.0 0.0
H 7.2627 1.0486 0.5122 0.0 0.0 0.0
H 7.9610 -0.9966 1.4161 -0.1 0.0 0.0
H 8.9528 -0.2869 2.4977 0.0 0.0 0.0
C -0.1324 0.8279 -2.1845 0.0 0.0 0.0
C 0.4531 2.1583 -2.6223 0.0 0.0 0.1
C -0.3154 2.7614 -3.7847 0.1 0.0 0.0
O 1.8462 2.0343 -2.9215 0.0 0.0 -0.1
H -0.0903 0.0992 -2.9981 0.0 0.0 0.0
H 0.4238 0.4285 -1.3348 0.0 0.0 0.0
H -1.1805 0.9443 -1.9038 0.0 0.0 0.0
H 0.4314 2.8550 -1.7794 0.0 0.0 0.0
H -0.2494 2.1051 -4.6585 0.0 0.0 0.0
H 0.1015 3.7320 -4.0554 0.0 0.0 0.0
H -1.3664 2.8781 -3.5221 0.0 0.0 0.0
H 1.9295 1.4244 -3.6642 0.0 0.0 0.1
C -3.8726 -2.0094 -3.1032 0.0 0.0 0.0
C -2.7149 -2.2770 -4.0469 0.1 0.1 -0.1
C -2.7080 -3.6848 -4.6047 0.0 -0.2 -0.1
O -1.4589 -2.0255 -3.4001 0.0 -0.1 0.0
H -3.8363 -2.7035 -2.2584 0.0 0.0 0.0
H -3.8240 -0.9914 -2.7174 0.0 0.0 0.0
H -4.8282 -2.1493 -3.6104 0.0 0.0 0.0
H -2.7386 -1.5524 -4.8640 0.0 0.0 0.0
H -2.6010 -4.4086 -3.7925 0.0 0.0 0.0
H -1.8552 -3.8169 -5.2702 0.0 0.0 0.0
H -3.6091 -3.9360 -5.1662 -0.1 0.1 0.1
H -1.3943 -2.6238 -2.6442 0.0 0.1 0.0
C -3.2560 2.3631 0.4212 0.0 0.0 0.0
C -2.9725 3.4152 -0.6348 0.1 0.0 0.0
C -3.8126 4.6667 -0.4455 0.0 0.0 0.0
O -3.1527 2.8731 -1.9463 -0.1 0.0 0.0
H -4.3013 2.0461 0.3865 0.0 0.0 0.0
H -2.6290 1.4853 0.2620 0.0 0.0 0.0
H -3.0647 2.7496 1.4239 0.0 0.0 0.0
H -1.9137 3.6863 -0.6127 0.0 0.0 0.0
H -4.8756 4.4149 -0.5030 0.0 0.0 0.0
H -3.5864 5.4026 -1.2163 0.0 0.0 0.0
H -3.6294 5.1150 0.5320 0.0 0.0 0.0
H -4.0721 2.5923 -2.0263 0.0 0.0 0.0
C 2.3260 -3.9692 -2.8402 0.0 0.0 0.0
C 1.5228 -4.8945 -3.7393 0.0 -0.1 0.1
C 1.9674 -4.8124 -5.1902 0.0 0.0 0.0
O 0.1249 -4.6354 -3.6213 0.1 0.1 0.0
H 2.1962 -2.9307 -3.1582 0.0 0.0 0.0
H 1.9934 -4.0570 -1.8063 0.0 0.0 0.0
H 3.3906 -4.2030 -2.8850 0.0 0.0 0.0
H 1.6300 -5.9235 -3.3873 0.1 0.0 0.0
H 1.8317 -3.7936 -5.5649 0.0 0.0 0.0
H 1.3808 -5.4907 -5.8091 0.0 0.0 0.0
H 3.0228 -5.0688 -5.2931 0.0 0.0 0.0
H -0.0408 -3.7292 -3.9186 0.0 0.0 0.0
C -4.5990 -1.6353 2.9858 0.0 0.0 0.0
C -4.7168 -0.1268 3.1045 0.1 0.1 0.0
C -5.3431 0.2921 4.4242 0.0 0.0 0.0
O -5.4440 0.4161 1.9995 -0.1 0.0 0.0
H -5.5897 -2.0927 3.0465 0.0 0.0 0.0
H -4.1329 -1.9118 2.0401 0.0 0.0 0.0
H -4.0037 -2.0463 3.8027 0.0 0.0 0.0
H -3.7285 0.3303 3.0103 0.0 0.0 0.0
H -6.3426 -0.1424 4.5166 0.0 0.0 0.0
H -5.4199 1.3773 4.4857 0.0 0.0 0.0
H -4.7510 -0.0663 5.2674 0.0 0.0 0.0
H -6.3341 0.0450 2.0236 0.0 0.0 0.0
C 7.3174 6.0117 1.5865 -0.1 0.0 -0.1
C 7.6379 4.6505 0.9934 0.0 -0.1 0.1
C 8.7064 4.7230 -0.0837 -0.1 0.0 0.0
O 6.4611 4.0044 0.5072 0.0 0.1 0.0
H 6.9443 6.6830 0.8074 0.0 0.0 0.0
H 6.5546 5.9216 2.3592 0.0 0.0 0.0
H 8.2067 6.4677 2.0236 0.0 0.0 0.0
H 7.9780 3.9855 1.7910 0.0 0.1 0.0
H 8.3675 5.3589 -0.9069 0.0 0.0 0.0
H 8.9167 3.7294 -0.4784 0.0 0.0 0.0
H 9.6315 5.1472 0.3089 0.0 0.0 0.0
H 6.0988 4.5307 -0.2155 0.0 0.0 0.0
C -9.6154 -3.2358 5.2340 0.0 0.0 0.0
C -8.5719 -3.4305 4.1475 0.0 0.1 -0.1
C -8.6409 -4.8126 3.5211 0.0 0.0 0.0
O -7.2598 -3.1563 4.6407 0.0 -0.1 0.1
H -9.4603 -3.9624 6.0370 0.0 0.0 0.0
H -9.5472 -2.2339 5.6562 0.0 0.0 0.0
H -10.6222 -3.3824 4.8413 0.0 0.0 0.0
H -8.7184 -2.6761 3.3699 0.0 0.0 0.0
H -8.4615 -5.5780 4.2818 0.0 0.0 0.0
H -7.8884 -4.9179 2.7405 0.0 0.0 0.0
H -9.6241 -4.9977 3.0869 0.0 0.0 0.0
H -7.0632 -3.7933 5.3379 0.0 0.0 0.0
```
Forces are in eV/Å.

=====

6.
Molecular formula: CH8N3S2
Method: DFT, ωB97M-V/def2-TZVPD

Its HOMO-LUMO gap is 9.72 eV. Its multiplicity is 1. For the energy relative to the best compared isomer or geometry (same formula, charge and spin), the calculation gives 3.14 kcal per mole. The net charge is +1. The value obtained for the LUMO energy is -3.191 eV.

```
14
Properties=species:S:1:pos:R:3:forces:R:3
N 0.5450 0.9164 -0.0315 -0.1 0.0 -0.1
C -0.7777 0.9629 -0.0108 -0.1 0.0 -0.1
N -1.4112 1.5842 0.9836 0.1 -0.1 -0.2
N -1.4849 0.4009 -0.9914 0.1 0.1 0.1
H 1.0715 1.3520 0.7076 0.1 0.0 -0.1
H 1.0302 0.2702 -0.6405 0.1 0.1 0.1
H -0.8935 1.9914 1.7400 0.0 0.0 0.1
H -2.3719 1.8509 0.8788 -0.2 0.0 0.1
H -1.0416 0.0089 -1.8025 0.1 0.0 0.0
H -2.4741 0.2595 -0.8976 -0.1 0.0 0.0
S 2.6602 -1.5315 0.2548 -0.1 -0.1 0.0
S 1.0120 -2.7210 0.6017 0.0 0.1 0.1
H 3.5288 -2.4801 -0.1253 0.0 0.0 0.0
H 0.6071 -2.8645 -0.6670 0.0 0.0 -0.1
```
Forces are in eV/Å.

=====

We obtain E values of -31332.9982 -92541.7072 -129598.7828 -22550.3080 -44595.3210 -27302.2996 eV for the records listed above, in that order.